Record 1
C25H20IN3O10PbSSeTe as an isolated structure in a non-equilibrium geometry. Source: OMol25; level of theory: ωB97M-V/def2-TZVPD.

- ΔE to the lowest compared entry with this formula, charge and spin: 113.42 kJ/mol

Geometry (Å):
1 Pb -0.138 -0.045 0.020
2 I 0.669 -1.448 2.533
3 Te 2.181 -2.109 -1.053
4 Se -0.333 -3.188 -2.301
5 S 4.045 -3.661 -3.298
6 O 0.404 0.554 -2.777
7 O -1.202 -2.370 -3.355
8 O 1.318 -2.873 -2.700
9 O 2.968 4.844 0.468
10 O -4.652 -0.912 0.627
11 O -0.464 0.610 -4.824
12 O -0.332 -2.550 -0.790
13 O -0.626 -4.736 -2.316
14 O -2.482 -0.808 0.846
15 O -1.461 1.884 0.281
16 N -2.138 0.014 -1.758
17 N -1.475 5.174 -1.084
18 N 1.374 1.586 1.317
19 C 2.356 -0.149 2.764
20 C -1.803 3.933 -0.830
21 C -4.279 0.101 -3.494
22 C -3.019 0.442 -3.933
23 C 5.139 -1.630 -2.199
24 C -0.555 0.488 -3.509
25 C 4.626 1.375 3.100
26 C 6.126 -2.201 -3.044
27 C 3.949 -2.299 -2.231
28 C 0.515 4.954 0.226
29 C -4.453 -0.305 -2.183
30 C 4.519 0.157 3.755
31 C 2.418 1.095 2.123
32 C -1.961 0.329 -3.036
33 C -3.439 -0.692 0.123
34 C 5.672 -3.303 -3.697
35 C 1.789 5.610 0.703
36 C 0.215 3.592 0.497
37 C 3.382 -0.611 3.570
38 C -1.011 3.055 -0.003
39 C 1.149 2.856 1.315
40 C -3.048 3.382 -1.466
41 C -0.346 5.679 -0.555
42 C 3.601 1.830 2.292
43 C -3.356 -0.293 -1.330
44 H 0.469 0.629 -5.078
45 H -5.356 -0.800 -0.019
46 H -3.506 2.646 -0.807
47 H 6.196 -3.918 -4.412
48 H -3.743 4.193 -1.672
49 H 1.733 3.475 1.996
50 H 1.756 5.773 1.783
51 H -5.433 -0.636 -1.863
52 H 5.316 -0.207 4.388
53 H -5.118 0.121 -4.176
54 H 5.300 -0.755 -1.584
55 H 1.873 6.588 0.221
56 H 7.122 -1.800 -3.165
57 H -2.836 0.754 -4.949
58 H -0.141 6.714 -0.807
59 H 5.511 1.984 3.228
60 H -2.800 2.893 -2.411
61 H 3.122 4.798 -0.481
62 H 3.280 -1.567 4.064
63 H 3.716 2.763 1.755

These are the natural (NBO) partial charges, in e, on atoms 1 to 4: atom 1 (Pb): 1.34, atom 2 (I): 0.25, atom 3 (Te): 0.97, atom 4 (Se): 2.81



Record 2
C9H9O6Zn as an isolated structure in a non-equilibrium geometry. Source: OMol25; level of theory: ωB97M-V/def2-TZVPD.

- Total charge: +1

Geometry (Å):
1 Zn 0.148 0.176 -0.136
2 O 2.076 -1.513 1.813
3 O -2.329 -3.093 0.084
4 O -0.949 0.750 1.627
5 O 1.446 -1.085 -3.137
6 O 1.880 3.017 -0.050
7 O -1.418 2.169 -1.944
8 C -1.182 1.186 -1.322
9 C -1.610 -2.223 -0.040
10 C -2.030 0.818 3.751
11 C 1.432 1.970 -0.148
12 C -1.921 2.244 3.205
13 C 0.969 -0.755 -2.157
14 C -1.054 0.025 2.894
15 C -1.633 2.041 1.724
16 C 1.411 -1.053 0.998
17 H -3.057 0.452 3.608
18 H -2.822 2.836 3.356
19 H -1.837 0.215 -1.144
20 H -1.786 0.751 4.812
21 H -0.058 0.014 3.361
22 H -1.366 -1.010 2.700
23 H -1.080 2.762 3.688
24 H -2.563 1.963 1.145
25 H -0.998 2.813 1.270

These are the natural (NBO) partial charges, in e, on atoms 1 to 4: atom 1 (Zn): 1.40, atom 2 (O): -0.35, atom 3 (O): -0.42, atom 4 (O): -0.67



Record 3
A 2-piece molecular cluster, C3H9N3O overall. Source: OMol25; level of theory: ωB97M-V/def2-TZVPD.

- ΔE to the lowest compared entry with this formula, charge and spin: 75.58 kJ/mol
- SMILES: [H]/N=C/N.CNC=O

Geometry (Å):
1 O -0.529 -0.631 -1.062
2 N -2.177 0.073 1.153
3 N -0.419 -0.207 2.591
4 N 1.277 0.693 -1.576
5 C 2.270 -0.302 -1.927
6 C 0.020 0.449 -1.153
7 C -1.682 -0.242 2.380
8 H -1.625 -0.146 0.321
9 H 1.851 -1.000 -2.650
10 H -3.166 0.013 1.040
11 H 1.550 1.658 -1.533
12 H 3.116 0.186 -2.406
13 H -0.233 -0.575 3.520
14 H -0.464 1.377 -0.789
15 H -2.417 -0.500 3.144
16 H 2.629 -0.846 -1.054

These are the natural (NBO) partial charges, in e, on atoms 1 to 4: atom 1 (O): -0.63, atom 2 (N): -0.84, atom 3 (N): -0.73, atom 4 (N): -0.60



Record 4
C7H36O11 as an isolated structure in a non-equilibrium geometry. Source: OMol25; level of theory: ωB97M-V/def2-TZVPD.

- ΔE to the lowest compared entry with this formula, charge and spin: 2766.14 kJ/mol

Geometry (Å):
1 O -1.717 15.374 -1.927
2 O -3.904 13.558 -4.343
3 O 0.719 9.097 -3.218
4 O -2.281 10.664 -1.665
5 O -4.480 13.349 0.440
6 O 0.059 14.017 1.383
7 O -1.584 12.346 -1.651
8 O -0.115 12.679 -3.027
9 O 1.377 12.019 -1.753
10 O -1.203 14.025 -0.521
11 O -0.774 12.171 -4.669
12 C -3.629 10.510 -2.055
13 C -3.866 12.601 -0.597
14 C -3.727 13.512 -2.963
15 C -1.583 16.543 -1.078
16 C -0.164 10.135 -2.658
17 C -1.929 11.467 -4.481
18 C 0.630 12.887 0.728
19 H -3.375 14.464 -2.566
20 H 0.758 12.038 1.400
21 H -4.506 13.041 -2.364
22 H -0.460 12.146 -5.576
23 H -0.857 12.251 -2.266
24 H -1.782 16.289 -0.037
25 H 0.019 10.482 -1.641
26 H 0.771 14.382 1.913
27 H -4.292 10.953 -1.311
28 H -2.732 11.799 -5.139
29 H -0.689 17.163 -1.147
30 H 1.563 13.114 0.213
31 H -3.360 11.715 -0.213
32 H 0.720 12.276 -2.400
33 H -0.531 12.230 -3.763
34 H -1.390 13.152 -1.173
35 H 1.691 12.846 -1.388
36 H -3.942 9.473 -2.179
37 H -4.602 12.288 -1.337
38 H -0.007 12.466 -0.050
39 H -3.085 13.177 -1.093
40 H -5.189 12.844 0.846
41 H 1.617 9.334 -2.975
42 H -2.179 11.538 -3.422
43 H -1.752 10.401 -4.623
44 H -2.861 12.860 -2.845
45 H -0.066 11.028 -3.275
46 H -0.489 13.955 0.113
47 H -4.172 12.679 -4.620
48 H -1.433 14.625 -1.398
49 H 0.174 13.516 -3.388
50 H -2.014 11.586 -1.659
51 H -1.983 14.181 0.012
52 H -3.825 10.993 -3.012
53 H -1.176 9.731 -2.639
54 H -2.461 17.128 -1.353

These are the natural (NBO) partial charges, in e, on atoms 1 to 4: atom 1 (O): -0.78, atom 2 (O): -0.73, atom 3 (O): -0.75, atom 4 (O): -0.81



Q: Which frontier orbital gap values were calculated for the entries above? A: 6.783 6.153 9.615 7.890, in eV.
Q: Which HOMO level values were calculated for the entries above? A: -7.512 -10.807 -8.704 -7.841, in eV.